(1)
C40H72ClN4O16 | ωB97M-V/def2-TZVPD

Structure (XYZ):
```
133
Properties=species:S:1:pos:R:3:lowdin_charge:R:1
C -1.38 4.21 4.58 0.02
C 0.01 4.54 5.04 -0.53
O 0.22 4.94 6.13 0.15
O 1.03 4.44 4.15 0.00
C 1.07 3.23 3.37 -0.20
C 2.37 3.22 2.61 -0.14
C 2.50 1.91 1.78 -0.17
C 1.97 2.16 0.37 -0.11
C 1.88 0.96 -0.66 -0.37
C 2.66 -0.24 -0.09 -0.12
C 2.75 -1.44 -1.05 -0.19
C 4.04 -2.22 -0.88 -0.16
C 4.05 -3.58 -1.61 -0.12
N 2.72 -4.12 -1.84 -0.15
C 1.97 -4.05 -2.99 -0.09
C 0.75 -4.65 -2.73 -0.13
C 0.77 -5.09 -1.38 -0.08
C 2.01 -4.76 -0.86 -0.10
N 2.59 1.34 -1.88 0.02
C 1.83 2.08 -2.87 -0.15
C 0.51 2.61 -2.38 -0.09
N -0.38 1.51 -1.81 -0.13
C -1.44 2.15 -0.98 -0.09
C -2.22 3.27 -1.63 -0.19
N -3.17 3.86 -1.03 0.15
C -0.98 0.86 -3.03 -0.14
C -1.98 -0.28 -2.81 -0.68
C -3.00 -0.30 -3.95 -0.10
Cl -1.12 -1.85 -2.80 0.74
C 0.47 0.48 -1.03 -0.16
C -0.33 -0.28 0.03 -0.11
C -0.59 0.33 1.43 -0.14
C -0.22 -0.64 2.53 -0.18
O -0.91 -1.87 2.26 -0.02
C -0.40 -2.98 2.89 -0.52
C 0.96 -3.45 2.47 0.03
O -1.04 -3.54 3.69 0.17
H -1.48 3.20 4.19 0.07
H -1.72 4.90 3.81 0.10
H -2.04 4.31 5.43 0.09
H 0.99 2.38 4.05 0.14
H 0.22 3.24 2.69 0.11
H 3.19 3.32 3.32 0.13
H 2.33 4.06 1.92 0.12
H 1.94 1.14 2.31 0.09
H 3.55 1.67 1.75 0.12
H 2.61 2.93 -0.06 0.12
H 1.00 2.65 0.48 0.08
H 3.68 0.08 0.13 0.13
H 2.19 -0.62 0.81 0.10
H 1.90 -2.09 -0.84 0.10
H 2.64 -1.14 -2.09 0.11
H 4.83 -1.62 -1.34 0.12
H 4.31 -2.34 0.16 0.11
H 4.62 -4.30 -1.03 0.12
H 4.53 -3.48 -2.58 0.12
H 2.35 -3.59 -3.88 0.11
H -0.07 -4.75 -3.42 0.08
H -0.03 -5.59 -0.86 0.09
H 2.39 -4.92 0.13 0.11
H 3.46 1.80 -1.66 0.13
H 2.40 2.95 -3.19 0.14
H 1.68 1.49 -3.78 0.12
H 0.01 3.10 -3.21 0.13
H 0.64 3.36 -1.60 0.14
H -2.15 1.42 -0.63 0.13
H -0.96 2.56 -0.09 0.13
H -1.98 3.64 -2.63 0.11
H -3.31 3.45 -0.11 0.08
H -0.17 0.47 -3.63 0.13
H -1.47 1.62 -3.63 0.13
H -2.55 -0.22 -1.89 0.09
H -3.82 -0.97 -3.72 0.09
H -3.41 0.70 -4.09 0.09
H -2.52 -0.57 -4.88 0.08
H 0.66 -0.27 -1.79 0.10
H -1.27 -0.61 -0.38 0.09
H 0.22 -1.21 0.18 0.11
H -1.67 0.45 1.54 0.12
H -0.17 1.31 1.60 0.08
H -0.58 -0.25 3.48 0.14
H 0.85 -0.82 2.60 0.11
H 1.53 -3.63 3.38 0.10
H 0.89 -4.37 1.90 0.08
H 1.50 -2.70 1.90 0.06
C 0.23 -3.37 -6.52 -0.05
O 0.50 -3.70 -7.88 0.01
C 1.70 -4.26 -8.07 -0.62
O 2.52 -4.46 -7.22 0.12
O 1.82 -4.53 -9.36 0.01
C 3.07 -5.13 -9.72 -0.03
H -0.76 -2.93 -6.49 0.09
H 0.25 -4.27 -5.89 0.09
H 0.97 -2.65 -6.15 0.09
H 3.20 -6.08 -9.21 0.10
H 3.90 -4.47 -9.49 0.10
H 3.03 -5.30 -10.80 0.10
C -1.33 5.47 8.77 -0.04
O -1.56 4.72 9.97 0.01
C -0.60 4.83 10.88 -0.63
O 0.40 5.49 10.77 0.13
O -0.93 4.09 11.93 0.00
C 0.03 4.12 13.00 -0.04
H -2.19 5.28 8.13 0.09
H -1.28 6.53 8.99 0.10
H -0.43 5.14 8.27 0.07
H 0.14 5.14 13.38 0.10
H 0.99 3.74 12.66 0.10
H -0.37 3.48 13.78 0.09
C -0.51 -7.68 2.41 -0.04
O 0.17 -8.15 1.25 -0.01
C 0.43 -9.46 1.27 -0.63
O 0.14 -10.22 2.15 0.13
O 1.06 -9.78 0.14 0.00
C 1.40 -11.16 0.03 -0.03
H -0.66 -6.61 2.27 0.08
H -1.48 -8.17 2.52 0.10
H 0.08 -7.84 3.31 0.10
H 0.51 -11.78 0.04 0.10
H 2.07 -11.46 0.83 0.10
H 1.91 -11.27 -0.93 0.09
C -7.46 8.71 -4.85 -0.03
O -6.41 7.74 -4.77 0.01
C -5.84 7.65 -3.57 -0.63
O -6.12 8.29 -2.60 0.13
O -4.89 6.71 -3.63 0.00
C -4.19 6.51 -2.40 -0.06
H -7.83 8.68 -5.87 0.09
H -8.26 8.47 -4.16 0.10
H -7.07 9.71 -4.64 0.10
H -4.87 6.18 -1.62 0.09
H -3.69 7.42 -2.10 0.10
H -3.46 5.74 -2.59 0.05
```

The LUMO energy comes out at -2.537 eV. The calculation puts the gap between HOMO and LUMO at 7.860 eV. The largest force on an atom comes out at 1.5 eV/Å. Its charge is +1.

(2)
C40H73Br2ClIN2O33S9 | ωB97M-V/def2-TZVPD

Structure (XYZ):
```
161
Properties=species:S:1:pos:R:3:lowdin_charge:R:1
C -8.99 2.08 0.20 0.06
C -7.79 2.05 -0.19 -0.11
C -7.13 3.19 -0.82 -0.64
O -7.35 4.25 -0.50 0.16
O -6.31 2.97 -1.85 0.04
C -5.23 2.06 -1.58 -0.16
C -3.96 2.84 -1.43 -0.16
C -2.72 2.10 -1.91 -0.22
C -2.00 1.30 -0.80 -0.23
C -0.71 0.72 -1.35 -0.13
C 0.64 1.21 -0.82 -0.12
N 0.81 1.77 0.57 -0.07
C 2.27 2.25 0.56 -0.11
C 3.43 1.31 0.28 -0.12
C 4.12 0.78 1.57 -0.22
C 4.59 -0.64 1.35 -0.25
S 4.70 -1.59 2.85 0.28
O 5.68 -2.54 2.67 -0.29
O 3.47 -2.13 3.17 -0.27
Cl 5.30 -0.27 4.28 0.48
C 0.74 0.76 1.72 -0.14
C 1.23 -0.68 1.53 -0.15
C 0.61 -2.00 1.03 -0.67
C 1.21 -2.44 -0.33 -0.16
I -1.48 -2.44 0.86 1.02
C -0.57 0.79 2.53 -0.26
C -0.57 -0.20 3.67 -0.14
C 0.50 0.00 4.70 -0.25
O 0.30 -1.00 5.68 -0.02
C -0.66 2.19 3.13 -0.10
C -0.82 3.25 2.05 -0.42
N -0.27 4.42 2.84 0.02
C -2.26 3.78 1.82 -0.62
Br -2.46 5.66 1.37 0.79
C -3.37 3.16 1.98 -0.73
C -3.52 1.74 2.37 -0.10
Br -5.07 3.98 1.77 0.90
C 0.10 3.09 0.82 -0.42
S -0.48 3.87 -0.73 0.94
H -9.54 1.18 0.18 0.07
H -9.41 2.99 0.55 0.08
H -7.21 1.18 -0.03 0.10
H -5.18 1.40 -2.40 0.12
H -5.38 1.47 -0.69 0.11
H -3.79 3.20 -0.43 0.04
H -4.07 3.70 -2.05 0.13
H -3.04 1.35 -2.60 0.11
H -2.04 2.70 -2.45 0.06
H -2.73 0.57 -0.52 0.09
H -1.91 1.97 0.03 0.04
H -0.70 0.92 -2.40 0.12
H -0.78 -0.34 -1.35 0.07
H 1.09 1.84 -1.54 0.11
H 1.28 0.37 -0.92 0.09
H 2.51 2.74 1.47 0.14
H 2.32 3.00 -0.18 0.07
H 4.19 1.87 -0.20 0.12
H 3.27 0.46 -0.34 0.10
H 5.00 1.37 1.72 0.10
H 3.52 0.91 2.45 0.08
H 5.57 -0.60 0.95 0.11
H 3.96 -1.20 0.70 0.08
H 1.41 1.17 2.43 0.12
H 2.11 -0.65 0.93 0.05
H 1.65 -0.92 2.47 0.07
H 0.95 -2.76 1.68 0.05
H 1.84 -1.69 -0.77 0.06
H 1.81 -3.32 -0.20 0.08
H 0.46 -2.71 -1.03 0.03
H -1.34 0.67 1.81 0.09
H -1.49 -0.07 4.19 0.13
H -0.52 -1.23 3.39 0.08
H 1.51 -0.08 4.30 0.11
H 0.40 0.95 5.18 0.12
H 1.11 -1.03 6.19 0.09
H 0.27 2.36 3.61 0.11
H -1.39 2.29 3.90 0.13
H -0.94 4.69 3.54 0.08
H 0.00 5.19 2.25 0.05
H -3.05 1.48 3.28 0.07
H -4.55 1.55 2.56 0.05
H -3.28 1.07 1.59 0.07
H 0.81 3.84 1.02 0.07
H -0.42 5.18 -0.51 -0.11
C -3.93 -5.32 -1.74 -0.14
C -4.26 -5.62 -3.18 -0.15
O -4.30 -4.32 -3.81 -0.18
S -3.25 -3.36 -3.10 0.53
O -2.06 -3.33 -3.86 -0.21
O -3.91 -2.18 -2.72 -0.24
O -2.99 -4.23 -1.80 -0.25
H -4.81 -4.98 -1.19 0.14
H -3.50 -6.17 -1.22 0.14
H -5.21 -6.13 -3.29 0.12
H -3.47 -6.20 -3.66 0.14
C 6.93 -3.76 -1.91 -0.14
C 6.15 -3.89 -0.63 -0.14
O 5.03 -3.01 -0.82 -0.22
S 4.63 -2.99 -2.37 0.56
O 3.55 -3.88 -2.56 -0.20
O 4.56 -1.64 -2.78 -0.23
O 5.94 -3.66 -2.94 -0.23
H 7.53 -2.85 -1.93 0.14
H 7.57 -4.62 -2.10 0.14
H 6.72 -3.60 0.25 0.13
H 5.77 -4.90 -0.49 0.14
C 4.77 5.82 -3.53 -0.15
C 4.99 4.37 -3.19 -0.15
O 5.15 4.36 -1.76 -0.19
S 4.26 5.52 -1.11 0.58
O 3.04 4.95 -0.66 -0.24
O 5.07 6.29 -0.27 -0.18
O 3.96 6.33 -2.45 -0.17
H 5.71 6.38 -3.54 0.14
H 4.26 5.95 -4.48 0.14
H 5.86 3.95 -3.67 0.14
H 4.11 3.77 -3.43 0.13
C -8.40 -3.85 -5.85 -0.16
C -8.63 -3.07 -4.57 -0.16
O -9.27 -4.00 -3.69 -0.18
S -8.74 -5.48 -3.99 0.58
O -7.72 -5.78 -3.06 -0.22
O -9.84 -6.32 -4.18 -0.19
O -8.05 -5.17 -5.40 -0.18
H -9.31 -3.92 -6.44 0.14
H -7.61 -3.44 -6.45 0.14
H -9.25 -2.19 -4.73 0.14
H -7.68 -2.77 -4.12 0.13
C -7.90 2.54 5.81 -0.15
C -6.79 3.28 5.11 -0.18
O -5.59 2.85 5.78 -0.19
S -5.77 1.34 6.25 0.58
O -5.16 0.50 5.29 -0.22
O -5.45 1.25 7.61 -0.20
O -7.35 1.24 6.07 -0.18
H -8.16 3.00 6.76 0.14
H -8.79 2.45 5.19 0.14
H -6.90 4.36 5.19 0.14
H -6.71 3.00 4.06 0.09
C 8.90 1.91 5.18 -0.16
C 8.39 1.64 3.79 -0.19
O 8.53 2.89 3.10 -0.19
S 9.82 3.66 3.67 0.59
O 10.90 3.43 2.80 -0.20
O 9.42 4.96 4.04 -0.20
O 10.02 2.78 4.99 -0.18
H 8.16 2.43 5.79 0.14
H 9.22 1.00 5.69 0.14
H 7.35 1.32 3.78 0.06
H 9.00 0.90 3.27 0.14
C 5.12 -6.23 -7.13 -0.16
C 5.28 -7.68 -6.76 -0.16
O 5.53 -7.66 -5.35 -0.18
S 4.73 -6.44 -4.69 0.60
O 3.52 -6.93 -4.15 -0.20
O 5.63 -5.68 -3.92 -0.22
O 4.40 -5.65 -6.03 -0.18
H 6.08 -5.72 -7.21 0.13
H 4.56 -6.10 -8.06 0.14
H 6.11 -8.15 -7.29 0.14
H 4.37 -8.25 -6.94 0.14
```

The LUMO energy comes out at -2.168 eV. The calculation puts the gap between HOMO and LUMO at 9.085 eV. The largest force on an atom comes out at 8.0 eV/Å. Its charge is +1.